# 1
{"formula": "C48H50N8O5S2SbSiV", "method": "ωB97M-V/def2-TZVPD", "symbols": ["V", "C", "C", "C", "C", "C", "C", "N", "Sb", "C", "C", "C", "C", "C", "C", "N", "C", "C", "C", "C", "C", "C", "N", "H", "H", "H", "H", "H", "H", "H", "H", "H", "H", "H", "H", "H", "H", "H", "H", "H", "H", "O", "Si", "C", "C", "C", "C", "C", "C", "C", "C", "C", "C", "C", "C", "C", "C", "C", "C", "C", "C", "H", "H", "H", "H", "H", "H", "H", "H", "H", "H", "H", "H", "H", "H", "H", "C", "C", "S", "O", "O", "C", "C", "N", "C", "N", "C", "C", "N", "O", "O", "C", "H", "H", "H", "H", "H", "H", "H", "H", "H", "H", "H", "H", "H", "S", "C", "N", "C", "C", "C", "N", "H", "H", "H", "H"], "xyz": [[0.9859, 0.6649, -0.1979], [-2.0426, 1.8646, -1.3491], [-1.0971, 2.9169, -0.8866], [-1.4880, 4.2545, -0.9875], [-0.6091, 5.2609, -0.6752], [0.6820, 4.9143, -0.2871], [1.0174, 3.5819, -0.1919], [0.1305, 2.5975, -0.4464], [3.0227, 3.2125, 0.4674], [2.2519, 1.9692, 2.1062], [2.6026, 2.2757, 3.4051], [2.1969, 1.4340, 4.4407], [1.5153, 0.2766, 4.1373], [1.2058, -0.0081, 2.8083], [0.6262, -1.3263, 2.4209], [1.5071, 0.8687, 1.8401], [3.7048, 1.4290, -0.5605], [5.0108, 1.4554, -0.9958], [5.6368, 0.2571, -1.3370], [4.9566, -0.9244, -1.1540], [3.6416, -0.9066, -0.6868], [2.9568, -2.1915, -0.3531], [3.0272, 0.2614, -0.4565], [-2.3797, 2.1067, -2.3586], [-1.5841, 0.8864, -1.3777], [-2.9199, 1.8223, -0.7023], [-2.4882, 4.4720, -1.3365], [-0.9024, 6.2994, -0.7532], [1.4168, 5.6802, -0.0745], [3.1960, 3.1553, 3.6182], [2.4503, 1.6701, 5.4660], [1.2259, -0.4309, 4.9026], [-0.2307, -1.5799, 3.0433], [0.3062, -1.3316, 1.3821], [1.3839, -2.1028, 2.5572], [5.5455, 2.3938, -1.0608], [6.6563, 0.2536, -1.6997], [5.4244, -1.8782, -1.3548], [3.1598, -2.9465, -1.1117], [3.3482, -2.5555, 0.6009], [1.8800, -2.0782, -0.2618], [0.1695, -0.5756, -1.1108], [-0.3572, -1.7818, -2.1971], [-1.1881, -3.1557, -1.2626], [-0.7311, -3.6140, -0.0242], [-1.3319, -4.6836, 0.6193], [-2.4030, -5.3340, 0.0218], [-2.8588, -4.9161, -1.2188], [-2.2574, -3.8379, -1.8526], [1.1773, -2.3905, -3.0529], [2.1489, -1.5230, -3.5596], [3.2929, -2.0108, -4.1728], [3.4857, -3.3817, -4.2932], [2.5291, -4.2592, -3.8045], [1.3845, -3.7660, -3.1911], [-1.5680, -0.9452, -3.3303], [-2.9217, -0.8428, -2.9879], [-3.8213, -0.1834, -3.8103], [-3.3803, 0.3918, -4.9958], [-2.0444, 0.2988, -5.3563], [-1.1485, -0.3688, -4.5316], [0.1168, -3.1374, 0.4544], [-0.9682, -5.0135, 1.5839], [-2.8790, -6.1671, 0.5216], [-3.6887, -5.4238, -1.6916], [-2.6359, -3.5248, -2.8185], [2.0235, -0.4488, -3.4693], [4.0334, -1.3236, -4.5638], [4.3749, -3.7639, -4.7777], [2.6713, -5.3274, -3.9021], [0.6513, -4.4639, -2.8039], [-3.2874, -1.2986, -2.0728], [-4.8669, -0.1293, -3.5356], [-4.0830, 0.8983, -5.6446], [-1.7031, 0.7308, -6.2880], [-0.1117, -0.4483, -4.8396], [-2.5745, -3.1850, 6.9596], [-2.9462, -1.7086, 6.8999], [-2.7912, -1.1152, 5.2328], [-1.3837, -0.9207, 4.9424], [-3.5753, -1.9445, 4.3550], [-3.5233, 0.5146, 5.2300], [-4.0628, 0.8698, 3.8471], [-3.1727, 0.5491, 2.7312], [-2.0028, 1.1668, 2.4234], [-1.4360, 0.6409, 1.3535], [-2.2422, -0.3920, 0.9641], [-3.2951, -0.4753, 1.8122], [-4.4262, -1.3520, 1.6557], [-4.2418, -2.3240, 0.9556], [-5.4801, -1.0389, 2.1744], [-1.4563, 2.3279, 3.1738], [-2.6787, -3.5354, 7.9846], [-1.5419, -3.3407, 6.6502], [-3.2284, -3.7743, 6.3206], [-2.2802, -1.0950, 7.5078], [-3.9772, -1.5353, 7.2093], [-2.7593, 1.1966, 5.5985], [-4.3641, 0.5322, 5.9243], [-4.2883, 1.9366, 3.8186], [-4.9852, 0.3321, 3.6627], [-2.0370, -1.0334, 0.1246], [-2.1633, 3.1591, 3.2042], [-0.5502, 2.6614, 2.6702], [-1.1966, 2.0598, 4.1985], [1.6122, 2.1334, -3.2618], [2.7324, 3.3566, -3.3985], [3.0952, 3.7751, -4.6613], [3.9419, 4.7892, -4.9138], [4.5076, 5.4558, -3.8707], [4.1497, 5.0000, -2.5917], [3.3192, 4.0104, -2.3517], [2.6574, 3.2764, -5.4259], [4.1240, 5.0162, -5.9550], [5.1904, 6.2760, -4.0193], [4.5767, 5.4805, -1.7153]], "forces_ev_per_angstrom": [[-0.48, 0.33, 0.42], [-0.02, -0.03, -0.03], [-0.01, 0.05, -0.08], [-0.01, -0.08, 0.03], [0.05, 0.04, 0.02], [-0.02, 0.05, -0.01], [-0.08, 0.06, 0.00], [0.27, 0.04, -0.09], [-0.01, -0.05, 0.11], [-0.03, 0.01, 0.04], [0.01, 0.03, 0.06], [0.02, 0.02, -0.03], [0.00, -0.02, -0.01], [0.04, 0.03, 0.03], [-0.09, -0.02, 0.01], [0.30, -0.09, -0.10], [0.01, -0.14, 0.17], [0.03, 0.04, -0.07], [-0.05, -0.02, 0.01], [0.00, 0.04, 0.02], [0.04, -0.05, -0.08], [-0.04, -0.03, -0.01], [-0.03, 0.30, -0.13], [-0.02, 0.00, -0.01], [0.01, -0.02, 0.01], [-0.03, 0.01, -0.02], [0.00, 0.00, 0.00], [0.00, 0.00, 0.00], [0.01, -0.01, 0.01], [0.00, 0.00, -0.02], [0.00, 0.00, 0.00], [-0.02, 0.02, -0.01], [-0.01, 0.01, 0.03], [0.00, 0.00, 0.01], [0.00, 0.01, 0.01], [0.00, 0.00, 0.01], [0.00, 0.00, 0.00], [0.00, 0.00, -0.01], [0.00, 0.01, 0.01], [0.02, 0.00, -0.01], [0.07, 0.03, -0.02], [-0.19, -0.58, -0.12], [0.04, 0.29, 0.14], [-0.01, -0.06, -0.05], [0.07, 0.02, 0.06], [-0.03, -0.01, -0.01], [-0.01, 0.01, -0.01], [0.00, 0.00, 0.02], [-0.04, 0.00, 0.00], [-0.01, -0.11, -0.07], [-0.01, 0.03, 0.03], [0.00, -0.02, 0.00], [0.03, 0.02, -0.02], [-0.03, -0.02, 0.03], [0.02, 0.01, -0.02], [-0.04, -0.02, -0.09], [-0.02, -0.03, 0.02], [0.02, 0.01, -0.01], [-0.03, 0.01, 0.00], [0.01, 0.00, 0.01], [0.03, 0.03, 0.01], [-0.02, -0.03, -0.03], [0.01, 0.00, 0.00], [0.00, 0.00, 0.00], [0.00, 0.00, 0.00], [0.02, -0.01, 0.00], [0.01, -0.04, -0.01], [0.00, 0.01, 0.00], [0.00, -0.01, 0.00], [0.00, 0.00, 0.00], [-0.01, 0.00, -0.01], [0.00, 0.02, 0.00], [0.00, 0.00, 0.00], [0.00, 0.00, 0.00], [0.00, 0.00, 0.00], [0.00, -0.01, 0.01], [0.03, 0.00, -0.01], [0.01, 0.01, 0.06], [0.05, 0.00, 0.04], [0.06, -0.05, -0.05], [0.01, -0.06, 0.05], [-0.07, 0.08, 0.10], [-0.07, 0.07, -0.02], [0.16, -0.07, -0.02], [-0.08, 0.27, -0.08], [0.21, -0.31, -0.24], [-0.02, -0.16, 0.20], [-0.16, 0.18, -0.16], [0.01, -0.03, -0.06], [0.00, 0.02, 0.04], [-0.01, -0.04, -0.03], [0.03, 0.00, 0.02], [-0.01, 0.00, 0.00], [0.00, -0.01, -0.01], [0.00, -0.01, 0.00], [-0.03, 0.04, -0.01], [-0.02, -0.03, -0.05], [0.01, 0.02, -0.03], [0.03, -0.06, 0.03], [0.05, 0.00, -0.02], [0.01, 0.01, 0.03], [0.00, 0.01, -0.01], [-0.02, -0.01, 0.01], [-0.02, 0.03, 0.00], [0.01, -0.03, 0.00], [0.06, -0.04, 0.05], [0.02, 0.13, 0.04], [-0.02, 0.00, -0.05], [0.00, 0.00, 0.02], [-0.03, -0.03, 0.00], [0.05, 0.04, -0.01], [-0.04, -0.10, -0.03], [0.00, -0.01, 0.01], [0.01, 0.01, 0.01], [0.00, 0.00, 0.00], [0.00, 0.00, -0.01]], "de_lowest_kj_mol": 0.0, "spin_multiplicity": 3, "charge": 2, "gap_ev": [7.8, 7.7]}

# 2
{"formula": "C48H51Cl2CrF3N2O2PSb", "method": "ωB97M-V/def2-TZVPD", "symbols": ["Cr", "C", "C", "C", "P", "C", "C", "C", "C", "C", "C", "C", "C", "C", "C", "N", "C", "C", "C", "C", "C", "C", "C", "C", "C", "H", "H", "H", "H", "H", "H", "H", "H", "H", "H", "H", "H", "H", "H", "H", "H", "H", "H", "H", "H", "H", "H", "H", "H", "H", "H", "H", "H", "H", "H", "H", "Cl", "C", "Cl", "C", "O", "O", "H", "C", "C", "C", "C", "C", "C", "Sb", "C", "C", "C", "C", "C", "C", "C", "C", "C", "C", "C", "C", "H", "H", "H", "H", "H", "H", "H", "H", "H", "H", "H", "H", "H", "H", "H", "F", "C", "F", "F", "C", "C", "C", "N", "C", "C", "H", "H", "H", "H"], "xyz": [[-0.1001, -1.3263, 0.0334], [-0.6444, 1.0056, 3.8849], [-0.9777, -0.4856, 3.7674], [-0.9628, -1.1264, 5.1586], [0.0230, -1.3729, 2.4680], [-0.1276, -3.1280, 3.0332], [0.7691, -4.0423, 2.2007], [-1.5888, -3.5736, 2.8940], [1.7736, -0.9378, 2.6417], [2.4083, -0.7033, 3.8681], [3.7426, -0.3528, 3.9698], [4.4068, -0.1023, 5.3078], [4.4555, -0.2513, 2.7733], [3.8711, -0.4910, 1.5429], [2.5029, -0.8335, 1.4261], [1.8858, -1.0658, 0.1949], [2.7417, -1.0806, -0.9669], [3.3731, -2.2658, -1.3724], [3.2709, -3.5330, -0.5626], [4.1410, -2.2837, -2.5395], [4.3147, -1.1556, -3.3238], [5.1330, -1.1888, -4.5944], [3.7068, 0.0216, -2.8930], [2.9394, 0.0769, -1.7329], [2.3478, 1.3829, -1.2919], [-1.1962, 1.4344, 4.7276], [-0.9292, 1.5691, 3.0026], [0.4217, 1.1693, 4.0629], [-1.9936, -0.5715, 3.3754], [0.0238, -1.0857, 5.6226], [-1.2966, -2.1643, 5.1594], [-1.6461, -0.5631, 5.8003], [0.1990, -3.1727, 4.0709], [0.4551, -4.0306, 1.1531], [0.6811, -5.0742, 2.5540], [1.8163, -3.7465, 2.2647], [-1.9003, -3.5165, 1.8470], [-2.2790, -2.9646, 3.4846], [-1.6978, -4.6128, 3.2187], [1.8379, -0.8013, 4.7864], [3.6722, -0.0969, 6.1170], [4.9246, 0.8610, 5.3211], [5.1491, -0.8726, 5.5379], [5.5089, 0.0226, 2.8097], [4.4688, -0.4150, 0.6394], [2.3802, -3.5335, 0.0535], [4.1306, -3.6317, 0.1095], [3.2573, -4.4140, -1.2131], [4.6164, -3.2190, -2.8376], [5.6263, -2.1543, -4.7220], [5.9011, -0.4123, -4.5863], [4.5024, -1.0152, -5.4717], [3.8383, 0.9330, -3.4761], [2.3980, 2.1299, -2.0882], [2.8833, 1.7767, -0.4233], [1.3107, 1.2683, -0.9812], [-3.4929, -3.4769, -3.1606], [-3.7002, -2.6357, -1.6171], [-5.0463, -3.3202, -0.6702], [-2.4157, -2.6872, -0.7752], [-1.7285, -3.7062, -0.7404], [-2.1643, -1.5652, -0.1682], [-3.9540, -1.6146, -1.8376], [-5.0973, 4.7254, 2.7459], [-4.7534, 3.5047, 3.3096], [-3.8854, 2.6486, 2.6337], [-3.3544, 3.0036, 1.3908], [-3.7198, 4.2300, 0.8283], [-4.5804, 5.0871, 1.5040], [-2.0751, 1.5911, 0.3738], [-3.1847, 1.7286, -1.4567], [-4.5149, 1.3002, -1.3884], [-5.3344, 1.3496, -2.5115], [-4.8337, 1.8304, -3.7199], [-3.5142, 2.2509, -3.8014], [-2.6922, 2.1966, -2.6752], [-0.5357, 3.0605, 0.0065], [-0.6521, 4.1984, -0.7981], [0.3602, 5.1528, -0.8311], [1.5029, 4.9881, -0.0557], [1.6490, 3.8479, 0.7243], [0.6416, 2.8859, 0.7423], [-5.7715, 5.3944, 3.2691], [-5.1622, 3.2164, 4.2714], [-3.6241, 1.6949, 3.0823], [-3.3422, 4.5192, -0.1477], [-4.8531, 6.0381, 1.0589], [-4.9177, 0.9241, -0.4504], [-6.3634, 1.0133, -2.4445], [-5.4753, 1.8791, -4.5939], [-3.1215, 2.6255, -4.7422], [-1.6609, 2.5288, -2.7587], [-1.5337, 4.3488, -1.4121], [0.2546, 6.0303, -1.4605], [2.2827, 5.7434, -0.0696], [2.5509, 3.6930, 1.3094], [0.8033, 1.9752, 1.3066], [-0.6558, -2.7782, -6.6724], [0.0658, -1.7279, -6.2558], [1.3312, -1.9019, -6.6712], [-0.4218, -0.6214, -6.8369], [0.0277, -1.6228, -4.7549], [0.3869, -2.7137, -3.9971], [0.3796, -2.5938, -2.6227], [0.0337, -1.4626, -2.0024], [-0.3240, -0.4219, -2.7541], [-0.3421, -0.4550, -4.1346], [0.6617, -3.6536, -4.4602], [0.6482, -3.4261, -1.9891], [-0.6073, 0.4793, -2.2261], [-0.6440, 0.4181, -4.6987]], "forces_ev_per_angstrom": [[-0.67, -0.04, 0.59], [0.10, -0.08, 0.15], [0.07, 0.18, -0.05], [-0.06, -0.01, 0.08], [0.34, -0.20, 0.56], [-0.10, -0.15, -0.35], [-0.01, 0.02, 0.04], [-0.04, 0.03, 0.05], [0.04, 0.12, -0.03], [-0.09, -0.08, -0.04], [0.08, 0.04, 0.14], [-0.08, -0.03, -0.15], [0.05, -0.01, -0.13], [-0.01, -0.02, 0.00], [-0.14, -0.10, -0.39], [0.63, 0.21, 0.31], [-0.01, -0.25, 0.38], [0.05, -0.08, 0.01], [0.10, 0.01, -0.11], [-0.02, -0.12, 0.04], [0.03, 0.09, -0.05], [-0.12, 0.00, 0.09], [-0.03, 0.05, -0.01], [0.01, 0.09, -0.14], [0.14, -0.12, -0.13], [0.04, -0.03, -0.07], [0.05, 0.05, -0.16], [-0.08, -0.01, 0.00], [-0.14, 0.00, -0.05], [-0.05, 0.00, -0.02], [0.04, 0.13, 0.02], [0.04, -0.03, 0.00], [0.02, 0.00, 0.11], [0.00, -0.02, -0.01], [0.00, 0.07, -0.01], [0.02, 0.01, -0.02], [0.03, -0.03, 0.07], [0.05, -0.07, -0.07], [0.02, 0.07, -0.02], [0.00, 0.01, -0.08], [0.05, -0.01, -0.08], [-0.05, -0.06, -0.01], [-0.06, 0.04, -0.03], [-0.12, -0.04, -0.04], [-0.04, 0.02, 0.11], [-0.12, -0.01, 0.06], [-0.08, 0.02, -0.03], [0.03, 0.11, 0.08], [-0.08, 0.14, 0.05], [-0.04, 0.06, 0.02], [-0.02, -0.03, 0.00], [0.04, -0.02, 0.06], [-0.02, -0.11, 0.08], [-0.01, -0.02, 0.08], [-0.05, -0.08, -0.07], [0.04, -0.03, -0.06], [0.01, 0.02, 0.04], [0.00, -0.24, 0.15], [0.10, 0.03, -0.06], [0.46, 0.23, 0.46], [-0.17, 0.64, 0.02], [0.17, -0.87, -0.64], [-0.11, 0.31, -0.05], [0.05, -0.03, -0.06], [0.07, 0.01, -0.09], [0.03, 0.16, -0.14], [-0.23, -0.14, 0.14], [-0.02, -0.11, 0.10], [0.04, -0.08, 0.03], [0.09, 0.55, -0.07], [-0.08, 0.02, -0.07], [0.06, 0.01, -0.21], [0.11, 0.01, 0.01], [-0.06, -0.03, 0.08], [0.07, -0.03, 0.08], [-0.09, -0.07, -0.01], [0.15, -0.01, -0.01], [0.08, -0.03, 0.09], [-0.06, -0.09, 0.01], [0.02, -0.05, 0.04], [-0.15, 0.02, 0.01], [-0.12, 0.38, -0.09], [0.04, -0.04, -0.04], [0.03, 0.00, -0.04], [-0.01, 0.02, -0.01], [-0.04, -0.03, 0.10], [0.01, -0.07, 0.03], [0.00, 0.04, -0.08], [0.07, 0.03, 0.00], [0.07, -0.02, 0.09], [-0.02, -0.03, 0.10], [-0.07, 0.00, 0.01], [0.04, 0.02, 0.07], [-0.01, -0.06, 0.04], [-0.07, -0.09, -0.01], [-0.09, 0.02, -0.06], [-0.04, -0.05, 0.15], [0.08, 0.07, -0.20], [-0.08, 0.07, 0.39], [-0.10, 0.01, -0.21], [0.10, -0.19, -0.16], [0.00, 0.00, -0.28], [0.15, -0.40, 0.16], [0.07, -0.17, 0.03], [-0.11, -0.03, -0.92], [-0.06, 0.21, 0.03], [-0.13, 0.44, 0.14], [0.01, 0.07, 0.06], [-0.01, -0.05, 0.03], [-0.02, 0.01, 0.00], [0.02, -0.07, 0.08]], "spin_multiplicity": 5, "charge": 0, "gap_ev": [6.8, 7.0]}